Entry 1:
21
Properties=species:S:1:pos:R:3:forces:R:3 method="wB97M-V/def2-TZVPD" charge=0 gap_ev=10.34 smiles="C=C(C)CCC.O" e_homo_ev=-9.519
C 0.5296 -0.0298 0.1416 -0.1123 -0.5187 -0.3078
H 1.5264 -1.9336 -2.4823 -0.0440 -0.0036 -0.1392
H 1.1981 0.6691 -0.3736 -0.1362 0.2561 0.3169
C -1.1583 1.7587 0.0722 -0.0235 0.2394 0.2631
H -2.9370 -0.0942 0.4674 0.1171 -0.0558 -0.0152
H 1.7860 -1.7391 -0.1862 0.1182 0.0504 0.0271
H -1.9785 -1.4651 -0.0472 0.2347 -0.0303 -0.3071
H 0.0857 -2.1297 -0.1372 0.1493 -0.0156 0.0715
C -1.9407 -0.5458 0.5273 -0.9783 0.2727 0.0624
C 0.8055 -1.3932 -0.5041 -0.4055 0.1478 -0.2217
H -1.8155 -0.8483 1.5665 0.2223 -0.0258 0.1445
H 0.8027 -0.3181 -2.4204 0.1682 0.0185 0.0609
H -0.2229 -1.7230 -2.4020 -0.0310 -0.0575 -0.0488
H -2.1405 2.1784 0.2712 0.0195 -0.1431 -0.2143
C 0.7296 -1.3384 -2.0401 -0.1138 -0.0990 0.1708
H 1.3313 2.1519 2.7415 0.4505 0.0002 -0.1901
H -0.3439 2.4746 -0.0182 -0.1211 -0.0692 -0.2712
C -0.9056 0.4569 0.1344 0.5761 -0.0383 0.2188
O 2.1208 2.0704 2.1795 -0.5443 0.0773 0.2660
H 0.7816 -0.0929 1.1993 0.3431 0.0064 0.1227
H 1.7456 1.8912 1.3104 0.1108 -0.0122 -0.0095

Entry 2:
17
Properties=species:S:1:pos:R:3:forces:R:3 method="wB97M-V/def2-TZVPD" charge=0 gap_ev=5.13 e_homo_ev=-8.746
O 0.0233 1.1981 1.7457 -0.1963 -0.0892 -0.1538
C -0.5173 0.2982 -0.3287 -0.6866 -0.3334 -1.0178
H 0.0716 -3.7982 -0.4235 -0.3894 -0.2143 -0.6650
H 0.5414 5.2480 0.8147 0.0971 0.0903 0.1208
H 1.1547 -2.8930 -2.0910 0.0707 0.4360 -0.0061
C 0.9837 0.0876 -0.3204 1.3528 -0.4055 -0.7299
C -0.8770 1.2366 0.8752 1.0726 0.2605 1.7667
H 2.1461 -0.8486 -1.9831 0.0107 0.4933 -0.1197
H 1.5535 0.9887 -0.5469 -0.0553 0.0430 0.4363
C 1.3411 -0.9315 -1.2643 -1.2524 0.8572 0.8495
H 1.1750 -0.2311 0.7427 -0.1146 0.4424 -0.0786
H -1.0294 -0.6358 -0.0946 -0.1267 0.1565 -0.1703
C 0.7336 -2.2248 -1.3194 0.5544 -2.9625 -0.3844
O -1.9586 1.7905 0.8295 -0.4380 0.0377 -0.6431
H -0.8770 0.7352 -1.2613 -0.0823 -0.1945 0.0182
H 0.9788 5.6623 1.2555 -0.1006 -0.0970 -0.1186
N 0.0122 -2.7879 -0.4250 0.2839 1.4794 0.8959

Entry 3:
60
Properties=species:S:1:pos:R:3:forces:R:3 method="wB97M-V/def2-TZVPD" charge=+1 gap_ev=9.19 e_homo_ev=-11.583
H -5.0688 2.7644 -4.9263 -0.0250 -0.0121 0.0228
C -4.1271 2.2947 -4.6624 -0.0425 -0.0017 0.0174
O -0.2276 2.6037 -0.3741 0.1909 0.3797 0.2971
H -1.6850 1.5483 2.9493 -0.0047 -0.2082 -0.1112
C 0.1654 0.4556 3.0947 0.5207 -0.0475 0.1334
C 2.9511 -5.0289 0.5362 0.1383 -0.2904 0.1653
C -0.2028 -1.4687 -0.1224 -0.0437 0.1098 -0.4372
H 2.6051 -5.3261 -0.4525 -0.0986 0.0442 0.0473
H -1.2327 1.0909 -2.6587 0.0238 0.0753 -0.0583
H -0.8922 -2.1759 0.3292 0.0679 -0.0739 0.1251
H 0.6185 0.4410 0.1046 -0.1244 0.2089 0.1916
H 2.9957 1.8255 0.9095 -0.0891 -0.0100 0.0446
C -4.3580 1.4305 -3.4464 -0.0048 0.0045 0.0035
H -3.7810 1.6966 -5.5060 0.0430 0.0248 -0.0053
H 3.5285 3.3717 1.5752 -0.0730 -0.0373 -0.0014
H 1.8428 -0.3376 1.8935 0.0007 -0.2038 0.2440
H -1.6212 -0.2851 -3.7095 0.0167 0.0194 -0.0878
H 1.7397 4.6799 -1.0969 -0.1513 -0.1660 -0.0681
H 3.2373 3.8531 -0.7007 -0.1007 0.0293 0.0570
H 4.8704 -4.2881 -0.1831 -0.0609 -0.0139 0.0140
H 0.9171 1.0307 3.6388 -0.0566 0.0357 -0.1288
C -0.7939 1.3654 2.3420 -0.3162 0.7567 0.4028
N 1.6659 3.4588 0.6203 -0.2684 -0.9275 -0.6731
H -1.8181 1.3654 -4.2991 0.0114 0.0128 -0.0201
C -1.9219 0.7277 -3.4282 -0.0904 -0.1226 0.2313
H 0.5902 -1.5324 2.3459 0.3877 -0.0261 0.0584
H -3.5204 0.1927 -2.1364 -0.0143 0.0662 0.0342
H -0.6118 -1.1673 -1.0958 -0.0220 0.0800 0.1120
H 1.9832 -1.6320 -0.1597 -0.0656 0.0373 0.0485
C 4.4763 -4.9449 0.5948 0.1181 0.0511 0.0448
H 4.9198 -5.9304 0.4527 -0.0701 0.0317 -0.0197
H 1.1621 -2.4625 -1.4794 -0.0426 -0.0785 0.0887
C 2.3014 -3.7464 0.9612 0.1581 0.1804 0.3986
H -0.3538 -0.1108 3.8710 -0.1251 0.0382 -0.1241
O -5.4453 1.3314 -2.9108 -0.0248 0.0077 0.0131
O 2.7223 -3.0228 1.8219 0.0632 0.0921 -0.2970
H -2.4761 -1.1346 -0.4574 -0.1962 -0.1879 -0.1964
H 1.9201 2.9301 -1.4351 -0.0873 0.0233 0.0029
N -1.2072 0.5599 1.1394 -0.4670 -0.5867 0.4527
C 2.1535 3.7373 -0.7412 0.4177 0.2679 0.1577
H -1.1648 3.4462 1.8978 0.0438 -0.0584 -0.0945
O 1.1259 -3.4554 0.3155 0.0563 -0.1045 -0.4564
N -3.2347 -0.7123 0.0649 0.3319 -0.1933 0.5185
C 2.6580 2.7325 1.4237 0.2587 0.4503 0.2993
C -0.2991 2.7832 1.9774 0.3416 -0.2972 0.0726
H -4.0229 -1.3552 0.0947 -0.1788 0.1997 -0.3127
C 0.0318 -0.2273 0.7365 0.3927 -0.2828 -0.1119
H -2.1805 -1.7608 3.1576 -0.0699 -0.2228 -0.0665
H 2.6097 -5.7917 1.2466 -0.0556 0.0156 -0.1151
H -3.3894 3.0710 -4.4559 0.0329 -0.0170 -0.0348
P -2.7900 -0.3422 1.6433 -0.3817 0.2403 -0.2527
H -1.5153 1.2107 0.4041 0.4043 0.0033 -0.2436
C 1.1014 -2.2257 -0.4146 -0.0695 0.1408 0.1784
H 4.8129 -4.5561 1.5558 -0.0763 -0.0449 -0.0261
C 0.4030 2.9066 0.6376 -0.2251 0.2746 -0.1005
O -2.2339 -1.7675 2.1897 0.3932 0.2719 0.2255
H 0.3035 3.1623 2.8039 -0.0473 -0.0452 -0.0835
C 0.7809 -0.5003 2.0613 -0.7085 0.1017 -0.3985
N -3.2869 0.7445 -2.9464 0.0926 0.0199 -0.0846
H 2.2688 2.4769 2.4086 -0.0279 -0.0347 -0.0933

Entry 4:
60
Properties=species:S:1:pos:R:3:forces:R:3 method="wB97M-V/def2-TZVPD" charge=0 gap_ev="5.96 / 5.74" spin_multiplicity=5 e_homo_ev="-7.772 / -7.774"
S -7.1089 0.4179 -0.6921 0.0076 -0.0118 0.0016
N 3.0555 -1.3438 2.2630 -0.1241 -0.3145 -0.0596
C -2.6151 -0.9948 -1.1384 0.1341 0.0215 0.1317
N -0.3749 -3.6012 0.0239 -0.4749 0.0084 -0.0568
N 2.0447 -1.2952 -2.6685 -0.0165 -0.1200 -0.0279
H 1.6578 4.5450 1.3839 0.0158 0.0505 0.0032
H -2.1783 0.7163 3.8202 0.0220 0.0004 -0.0053
H 2.8909 1.2754 2.2328 -0.0528 -0.0019 0.0751
C -2.3185 0.3970 2.7978 -0.0035 0.0561 -0.0280
C -2.5508 -0.4639 0.2254 0.0464 -0.0520 -0.1378
C 2.5203 4.2703 0.7726 0.0310 -0.4308 -0.1324
C -4.9019 0.1097 0.0912 0.0530 -0.0304 -0.0413
N 2.0717 3.9451 -0.5731 -0.3033 0.5532 -0.2692
H -4.7457 -1.7240 -3.6531 0.0001 0.0257 0.0040
N 3.9416 2.4151 -0.7895 0.2719 0.0232 -0.1815
N -6.0486 0.6181 0.5039 -0.0166 0.0452 0.0981
C -3.5407 0.5126 2.1748 0.0080 -0.0357 -0.0534
C 1.3537 -1.4624 -1.7586 0.1259 0.1618 -0.3453
H 5.0487 3.5890 0.5270 0.0126 -0.0031 -0.0106
C -3.8184 -1.6598 -3.0994 0.0150 -0.0320 0.0544
C 3.2221 3.5431 -1.3717 -0.0762 -0.2377 0.2619
C 0.0937 -4.4613 0.9283 0.0451 0.0340 0.0567
H 1.5152 2.3908 2.3393 0.0246 -0.0127 0.0523
N -1.3574 -0.5593 0.8411 -0.4817 -0.1552 0.1160
H 0.1872 3.2823 0.0338 -0.0511 0.0391 -0.0828
C 1.7378 -2.9344 1.8096 0.0252 -0.1591 0.0052
H -2.6186 -2.7204 -4.5278 0.0080 0.0176 -0.0062
C 2.3283 2.0391 1.6966 -0.0629 -0.2412 -0.1893
C -1.2461 -0.1422 2.0929 0.1997 0.0213 0.1088
N -1.4439 -5.4558 -0.1107 0.0765 0.0535 0.0194
N -1.4621 -1.4852 -1.6489 -0.5842 -0.0018 0.0299
Mn 0.0077 -1.6333 -0.3101 1.3506 -0.0536 0.2055
H 2.8859 3.2734 -2.3746 0.0305 0.0214 -0.0150
H 1.4767 -4.8738 2.3955 -0.0141 -0.0040 0.0096
H 3.2063 5.1179 0.7113 -0.0114 0.0143 0.0247
C -3.8040 -1.0346 -1.8486 -0.1932 0.0849 -0.0313
H 2.8936 0.9740 -1.8753 0.0062 -0.0480 -0.0085
H 3.7589 0.3525 -0.4761 0.0069 -0.0127 -0.0312
N 2.7513 -2.6208 2.5903 0.0564 0.1136 0.0490
C 3.1565 1.1864 -0.8393 -0.0890 -0.1045 0.1530
N -6.1645 -0.3166 -1.7709 -0.0345 -0.0458 -0.0965
H -0.2658 -0.2404 2.5441 0.0120 -0.0176 -0.0254
C 1.0321 2.9180 -0.5596 0.1890 -0.4646 0.1829
H -4.4010 0.9257 2.6846 -0.0020 -0.0022 -0.0128
C 4.3433 2.7563 0.5703 -0.2729 -0.1080 -0.0891
C -3.6677 0.0703 0.8560 -0.1629 0.0826 -0.0174
C -2.6523 -2.2034 -3.5805 -0.0049 0.0736 -0.0297
C -1.4851 -2.0841 -2.8324 0.1621 -0.0426 -0.0825
N -1.3686 -4.2832 -0.6201 -0.0083 -0.0350 0.0994
N 1.1054 -4.1478 1.8069 -0.0078 0.0979 -0.0553
N -0.5363 -5.6139 0.8780 -0.0070 -0.0887 -0.0122
N 3.2170 3.1569 1.4078 0.1165 0.2444 0.4000
C -4.9688 -0.4311 -1.2227 0.0751 -0.0241 0.0631
H 3.9056 4.3928 -1.4359 0.0044 -0.0029 -0.0296
H 4.8341 1.8917 1.0205 0.0278 0.0287 0.0235
H 0.6813 2.7423 -1.5810 -0.0386 0.0951 -0.0036
N 1.4064 -1.8966 1.0253 -0.3905 0.0927 -0.1268
H -0.5438 -2.4747 -3.1925 0.0196 -0.0033 0.0403
N 2.2804 -0.9165 1.3393 0.5297 -0.3040 0.5255
P 1.5760 1.2493 0.1637 -0.2245 1.1409 -0.5009

Entry 5:
82
Properties=species:S:1:pos:R:3:forces:R:3 method="wB97M-V/def2-TZVPD" charge=+1 gap_ev=8.13 e_homo_ev=-11.178
O -2.1786 0.5751 -1.8914 4.4258 -0.9499 1.2880
H 1.4973 2.2738 -0.4752 -0.0910 0.5279 0.5653
H 0.4375 -3.9398 2.8616 -0.6784 -1.2188 1.6081
H 0.4628 -1.4243 3.5779 -3.7611 1.1793 4.1814
C -0.1612 0.0887 -3.0715 3.7328 0.1062 1.4593
H -1.9877 3.2980 -2.8985 0.6336 -1.4742 -0.6646
H -2.7912 0.0342 4.2559 -0.5752 1.1960 0.8866
H 0.8770 -0.5319 -2.9014 -2.3339 2.0003 -0.1306
H -1.7456 -4.7751 -4.7017 -0.8103 -0.8843 -1.5346
C -4.2959 -2.1245 1.4159 2.7557 -0.5306 2.3580
O 0.1342 2.6371 -0.0783 0.6765 -4.0449 -13.4670
C 3.2174 2.7275 0.4804 4.1459 0.7468 2.7560
H -2.1191 0.3078 0.7788 1.1333 -0.3157 -0.6025
C -4.5596 -0.7615 1.4716 -1.7133 -0.2513 0.3329
H -0.7390 -0.4269 1.5445 1.4939 0.5605 1.9590
O 4.3319 -2.3432 1.6823 0.7477 -0.4357 -0.8883
H -2.9446 -3.5872 2.3467 0.1752 -2.4548 -0.3283
H 1.3259 -2.6828 -1.6723 0.8556 0.4929 0.9600
H 0.7543 5.5515 0.0679 -0.8203 -0.1558 0.9071
C -1.0692 -4.2941 -4.0771 1.4079 0.7747 -2.6203
N 2.5368 1.9987 -0.5336 0.0775 -0.3375 -1.9922
H -0.1482 -3.0047 1.5004 0.7200 -0.4159 0.4951
H 2.8227 -1.2594 0.0994 -0.1105 0.4431 -0.1759
C -1.2042 5.8282 -0.7252 1.8306 0.1139 0.6989
H -2.8830 3.7638 -1.5005 -0.8284 -0.3354 0.9568
H -2.4451 -4.6802 -2.6678 0.4684 0.2766 1.0071
H -2.6446 -2.2127 4.5303 0.8081 -0.1444 -1.4639
C 3.0460 2.3333 -1.9314 -0.6382 -4.7866 -0.2132
H 0.8308 -0.3918 -0.5762 -0.7390 -0.6674 1.5218
C 0.1124 -3.7296 -4.5991 -2.1731 -0.9768 5.4924
H -5.1617 -0.4610 0.6155 -0.0016 0.7002 0.3381
C -1.4453 -4.2496 -2.7866 -0.8100 0.1305 0.2989
C -1.1988 -0.3214 0.6318 -3.2482 -1.5440 -0.3398
H 2.0781 -2.9096 0.5550 -0.6168 -1.8263 1.3790
H 0.9256 -0.9366 2.0764 0.4255 -2.0216 1.0851
H 1.9650 -3.0563 -4.0089 0.1910 0.7620 0.1944
H 2.3450 0.8397 -0.4268 1.5534 -0.2191 0.7572
C 2.4160 -1.7532 3.3224 2.2797 3.4439 -4.4857
N -0.9634 4.5533 -1.5661 0.0240 -0.7138 2.8222
H 3.7281 2.2616 2.4937 -0.2443 0.3761 -0.2166
H 2.1167 1.6422 2.1604 0.2136 1.4851 -0.2861
H -0.2327 4.7651 -2.1948 0.8735 0.5722 -1.3119
H 1.8959 -4.5890 1.4292 0.8232 -1.8184 -0.9503
H -4.4041 0.9728 2.7138 -1.5863 5.9503 -0.0187
H -0.5858 5.7006 1.3216 -0.6770 -1.1179 2.2525
C -3.3706 -0.5029 3.5460 0.4923 -1.3859 -0.3441
C 0.9478 -3.1525 -3.6478 1.5831 -0.8966 -2.9878
H 2.4803 3.5622 2.3327 -0.0372 -1.4789 -0.0888
C -2.1676 4.0628 -2.2087 0.0620 1.5247 -1.0048
H 2.9960 3.3388 -1.9824 0.6257 3.3821 -0.4112
C -2.9341 -1.8308 3.5213 -3.0415 -1.3297 -1.5819
N -0.3060 0.0864 -0.4117 0.1740 -2.9846 -3.8814
O 3.6005 -4.0537 3.4550 0.4546 0.8453 -1.2622
F 0.5601 -4.0915 -5.7225 1.0203 -0.2468 -3.6308
H -1.5530 -1.3492 0.5256 -0.1961 0.0885 -0.6983
C -0.2172 5.9945 0.4127 2.3253 2.2770 -3.4345
O 2.1894 -0.6317 -0.2774 -1.0774 1.6122 -0.7448
H 0.0367 7.1135 0.4652 -0.7360 -1.5469 0.0325
C 0.7084 -3.1902 2.1990 -1.9921 4.1634 0.4204
F -4.6734 -2.9158 0.3927 0.0191 0.6839 0.1976
C 0.6503 -3.1101 -2.3493 -3.7111 -0.9547 2.5630
O -1.9500 6.6708 -1.0469 -1.2625 -0.1779 -0.8453
H -1.1535 -3.4374 -0.8845 1.6961 -0.4220 -0.9609
C 1.9170 -3.5539 1.5229 2.2645 2.0338 -3.4909
H 2.2250 1.9561 -2.7109 2.1187 0.2781 1.6882
H 2.5257 -1.9533 4.2395 0.5126 -2.3849 7.2591
H -0.6812 -0.6065 -3.6895 -0.8300 0.0061 -0.6745
C 1.0418 -1.7922 2.8899 0.6440 0.1765 -6.5276
C 2.7945 2.5339 1.9778 -0.2988 -0.2876 -0.8982
H -2.5166 4.8775 -2.8139 -0.7249 0.4477 -0.0994
C -0.9621 0.2840 -1.7785 -3.8854 0.5097 -0.8172
H -0.4491 3.7420 -0.9074 -0.5804 0.0325 -0.0443
H 0.0480 2.9411 0.6631 -1.3576 5.2350 13.2284
H -0.1019 0.9722 -0.1111 1.1062 3.9605 0.4470
C -4.2635 0.0264 2.6224 2.6628 -6.4576 -1.7913
H 4.1048 1.8640 -2.0322 -2.0875 1.0469 -0.2466
H 2.9137 -0.7079 3.3796 -0.6083 -1.5379 -1.1890
H 0.0611 1.1176 -3.5632 -0.5430 -1.8933 0.7000
O 4.2769 3.3870 0.3360 -3.9330 -1.9556 -0.9874
C -3.4433 -2.6908 2.4215 0.0080 4.0101 1.4033
C -0.6223 -3.6531 -1.8744 0.2930 1.8862 1.2844
S 3.3386 -3.0140 2.4607 -1.1749 -0.4562 2.5485

Entry 6:
16
Properties=species:S:1:pos:R:3:forces:R:3 method="wB97M-V/def2-TZVPD" charge=0 gap_ev=8.68 e_homo_ev=-7.772
H -1.6719 2.1748 -1.7147 0.0999 0.4096 -0.0085
H 2.4196 -0.7174 1.7227 -0.2860 0.2362 -0.0606
H -1.1504 1.9412 -3.4158 -0.8402 0.5810 -0.7050
H -2.1476 0.7213 -2.5234 0.0882 -0.2626 -0.3685
H -1.2167 -0.1156 -0.8307 0.0996 -0.7012 -0.0207
C 1.6621 -1.3640 2.1622 1.3547 -1.2877 0.8100
H 1.8809 -2.3717 1.8269 0.2599 -0.3186 0.0174
H -0.5784 -1.5859 2.1638 -0.1270 -0.8787 0.3863
C -1.3567 1.4704 -2.4789 -1.2180 1.3222 -0.9857
C -0.2424 0.2963 -1.0362 1.3162 0.0319 2.0184
N -0.2534 1.0825 0.7825 -0.4416 2.0051 -3.2333
C 0.0030 0.0844 1.3669 -0.6996 2.0006 -1.0898
H 0.7105 -0.1549 -0.9417 0.2954 -1.3085 1.0371
O -0.1268 0.9354 -2.1805 0.0639 0.1673 1.0691
H 1.7823 -1.3545 3.2421 0.4129 -0.0587 0.2425
C 0.2858 -1.0423 1.8550 -0.3783 -1.9379 0.8914

Which energy relative to the best compared isomer or geometry (same formula, charge and spin) belongs to each record? In order, 1.010; 6.007; 0.000; 0.148; 0.000; 4.865 eV.
Which electronic energy belongs to each record? In order, -312.2179; -400.9560; -1566.4769; -3633.0602; -2267.2849; -325.7588 Ha.